13 unconnected molecules or ions with the total composition C29H82N24O13 in a non-equilibrium geometry, computed with ωB97M-V with the def2-TZVPD basis set.

Positions of all 148 atoms, in Å:
C (22.260, 7.563, -1.391)
C (22.036, 6.038, -1.190)
C (23.457, 5.398, -1.288)
C (24.299, 5.434, -0.027)
C (23.586, 5.052, 1.246)
C (22.221, 5.717, 1.410)
N (21.527, 5.682, 0.110)
O (20.127, 5.821, 0.237)
C (21.501, 4.930, 2.512)
C (22.372, 7.218, 1.798)
C (21.077, 5.495, -2.256)
H (21.541, 8.191, -0.860)
H (22.135, 7.867, -2.434)
H (23.262, 7.865, -1.099)
H (23.288, 4.339, -1.529)
H (24.046, 5.802, -2.117)
H (24.505, 6.485, 0.234)
H (25.286, 5.029, -0.259)
H (24.245, 5.164, 2.104)
H (23.447, 3.964, 1.349)
H (20.504, 5.346, 2.652)
H (21.339, 3.889, 2.222)
H (22.101, 4.917, 3.419)
H (22.654, 7.331, 2.848)
H (23.063, 7.865, 1.256)
H (21.392, 7.696, 1.693)
H (20.043, 5.832, -2.224)
H (21.048, 4.414, -2.085)
H (21.461, 5.698, -3.258)
H (19.691, 4.938, 0.252)
C (20.872, 11.102, 0.779)
C (20.956, 11.879, -0.541)
C (19.826, 12.926, -0.495)
C (19.985, 14.053, -1.506)
C (21.394, 14.621, -1.429)
C (22.595, 13.642, -1.469)
N (22.257, 12.541, -0.541)
O (23.298, 11.601, -0.365)
C (22.778, 13.096, -2.914)
C (23.746, 14.525, -0.936)
C (20.689, 10.946, -1.734)
H (19.833, 10.935, 1.071)
H (21.309, 11.603, 1.645)
H (21.456, 10.183, 0.703)
H (18.878, 12.381, -0.478)
H (19.792, 13.350, 0.516)
H (19.146, 14.746, -1.504)
H (19.996, 13.649, -2.529)
H (21.479, 15.215, -0.511)
H (21.430, 15.413, -2.184)
H (21.915, 13.399, -3.506)
H (23.627, 13.645, -3.331)
H (22.958, 12.026, -2.972)
H (23.585, 14.896, 0.069)
H (24.668, 13.946, -1.057)
H (23.938, 15.345, -1.633)
H (19.945, 10.178, -1.533)
H (21.625, 10.481, -2.052)
H (20.330, 11.400, -2.662)
H (23.360, 11.116, -1.214)
C (26.535, 8.713, 3.982)
O (27.644, 8.184, 3.838)
N (25.417, 8.049, 4.405)
N (26.278, 10.013, 3.616)
H (25.664, 7.072, 4.545)
H (24.521, 8.471, 4.603)
H (25.329, 10.342, 3.642)
H (26.923, 10.522, 3.042)
C (20.640, 7.455, -6.095)
O (19.456, 7.230, -6.377)
N (21.637, 6.740, -6.700)
N (21.040, 8.405, -5.210)
H (21.257, 6.171, -7.435)
H (22.566, 6.838, -6.344)
H (22.002, 8.448, -4.938)
H (20.245, 8.715, -4.677)
C (21.610, 8.858, 4.768)
O (22.787, 9.132, 4.516)
N (20.591, 9.631, 4.268)
N (21.191, 7.720, 5.382)
H (19.630, 9.354, 4.297)
H (20.876, 10.363, 3.644)
H (21.870, 6.997, 5.540)
H (20.209, 7.565, 5.493)
C (17.432, 6.035, -3.727)
O (16.596, 5.826, -2.826)
N (17.842, 5.038, -4.576)
N (17.841, 7.276, -4.141)
H (18.411, 5.116, -5.397)
H (17.385, 4.180, -4.310)
H (18.300, 7.246, -5.058)
H (17.632, 7.998, -3.474)
C (17.908, 8.637, 0.943)
O (17.197, 9.647, 1.123)
N (18.504, 8.365, -0.263)
N (18.060, 7.657, 1.896)
H (19.094, 7.552, -0.327)
H (18.435, 9.154, -0.880)
H (18.334, 6.707, 1.733)
H (17.695, 8.080, 2.739)
C (25.507, 9.365, -1.233)
O (24.528, 9.688, -1.939)
N (26.225, 8.242, -1.537)
N (25.908, 10.059, -0.117)
H (25.734, 7.506, -2.016)
H (27.137, 8.028, -1.180)
H (25.728, 11.040, -0.304)
H (26.709, 9.743, 0.396)
C (22.286, 0.805, 3.360)
O (22.903, 1.309, 4.298)
N (20.924, 0.782, 3.262)
N (22.920, 0.330, 2.246)
H (20.492, 0.379, 2.473)
H (20.352, 1.231, 3.954)
H (23.897, 0.530, 2.082)
H (22.357, 0.155, 1.437)
C (24.562, 4.330, 5.113)
O (25.355, 5.263, 5.213)
N (24.456, 3.588, 3.973)
N (23.666, 3.975, 6.081)
H (24.897, 3.874, 3.130)
H (23.884, 2.758, 4.092)
H (23.183, 3.107, 5.911)
H (23.521, 4.516, 6.908)
C (22.368, 2.329, -5.490)
O (21.393, 1.692, -5.859)
N (23.299, 1.955, -4.566)
N (22.700, 3.528, -6.111)
H (24.150, 2.465, -4.449)
H (23.068, 1.259, -3.880)
H (23.597, 3.953, -6.007)
H (22.039, 3.716, -6.845)
C (26.470, 1.525, 1.252)
O (25.794, 0.507, 1.380)
N (27.518, 1.881, 2.073)
N (26.400, 2.355, 0.159)
H (27.600, 1.480, 2.990)
H (27.910, 2.788, 1.910)
H (26.743, 3.297, 0.154)
H (25.850, 2.152, -0.655)
C (17.951, 3.014, -0.050)
O (18.467, 3.810, 0.750)
N (18.293, 1.677, -0.185)
N (17.021, 3.313, -1.015)
H (18.903, 1.203, 0.434)
H (17.591, 1.123, -0.636)
H (16.840, 2.830, -1.869)
H (16.682, 4.265, -0.935)

Properties
**E_tot**: -3446.766054 Eh
**Lowest unoccupied orbital energy**: -0.4806 eV
**Energy relative to the best compared isomer or geometry (same formula, charge and spin)**: 0.0000 eV



11 unconnected molecules or ions with the total composition C29H83F3N6O16S in a non-equilibrium geometry, computed with ωB97M-V with the def2-TZVPD basis set.

Positions of all 138 atoms, in Å:
N (0.949, 3.273, 0.127)
H (0.241, 2.755, 0.671)
H (1.856, 2.802, 0.137)
H (0.933, 4.142, 0.654)
H (0.641, 3.251, -0.852)
C (-0.716, -1.291, 0.268)
F (-1.892, -1.487, 0.849)
F (0.228, -1.279, 1.207)
F (-0.467, -2.245, -0.613)
S (-0.813, 0.381, -0.698)
O (0.476, 0.702, -1.277)
O (-1.888, 0.100, -1.615)
O (-1.222, 1.464, 0.234)
C (-5.795, 1.565, -1.505)
C (-4.414, 2.216, -1.714)
O (-3.729, 1.639, -2.833)
O (-6.695, 1.900, -2.545)
H (-6.163, 1.920, -0.538)
H (-5.663, 0.486, -1.466)
H (-3.769, 1.965, -0.868)
H (-4.544, 3.253, -2.029)
H (-3.030, 1.023, -2.564)
H (-6.474, 2.747, -2.939)
C (-2.215, 1.060, -6.226)
C (-1.774, -0.231, -5.517)
O (-0.608, -0.797, -6.137)
O (-3.573, 1.412, -6.068)
H (-1.984, 1.110, -7.288)
H (-1.610, 1.854, -5.767)
H (-2.590, -0.940, -5.697)
H (-1.610, -0.163, -4.440)
H (-0.336, -1.572, -5.640)
H (-3.724, 1.719, -5.169)
C (2.170, -0.725, -3.886)
C (2.106, -1.392, -2.511)
O (2.927, -2.539, -2.662)
O (3.345, 0.110, -3.987)
H (1.304, -0.050, -3.953)
H (2.120, -1.363, -4.769)
H (1.064, -1.566, -2.245)
H (2.468, -0.616, -1.829)
H (3.018, -2.978, -1.776)
H (3.291, 0.394, -4.906)
C (-1.280, -1.714, 4.816)
C (-2.614, -2.107, 5.443)
O (-3.576, -1.856, 4.391)
O (-0.935, -2.611, 3.749)
H (-0.433, -1.730, 5.501)
H (-1.334, -0.689, 4.442)
H (-3.019, -1.558, 6.296)
H (-2.575, -3.177, 5.663)
H (-4.185, -2.595, 4.487)
H (-1.467, -2.296, 3.009)
C (2.678, 1.213, 4.715)
C (2.552, 2.716, 4.364)
C (1.028, 3.076, 4.301)
O (0.368, 2.237, 3.397)
C (-1.001, 2.533, 3.242)
N (3.247, 3.420, 5.396)
H (2.516, 1.038, 5.779)
H (3.666, 0.796, 4.516)
H (1.979, 0.648, 4.096)
H (2.992, 2.807, 3.370)
H (0.855, 4.113, 3.968)
H (0.705, 3.126, 5.350)
H (-1.536, 2.595, 4.196)
H (-1.541, 1.775, 2.678)
H (-1.126, 3.491, 2.722)
H (2.908, 3.295, 6.345)
H (3.202, 4.437, 5.376)
C (4.046, -0.525, 0.959)
C (4.577, 0.863, 1.281)
C (5.992, 0.914, 0.703)
O (6.698, 2.059, 1.120)
C (8.078, 1.915, 1.281)
N (3.619, 1.868, 0.736)
H (4.636, -1.345, 1.374)
H (4.068, -0.750, -0.112)
H (3.033, -0.597, 1.359)
H (4.615, 0.941, 2.367)
H (6.008, 0.703, -0.372)
H (6.466, 0.032, 1.153)
H (8.450, 1.098, 0.652)
H (8.408, 1.683, 2.300)
H (8.561, 2.845, 0.979)
H (4.173, 2.701, 0.545)
H (3.418, 1.438, -0.168)
C (1.959, 2.927, -4.899)
C (1.610, 3.502, -3.527)
C (0.131, 3.877, -3.476)
O (-0.237, 4.265, -2.154)
C (-1.550, 4.703, -1.943)
N (1.994, 2.533, -2.468)
H (1.386, 2.038, -5.187)
H (3.021, 2.732, -5.041)
H (1.676, 3.569, -5.744)
H (2.249, 4.382, -3.424)
H (-0.459, 2.966, -3.631)
H (-0.026, 4.754, -4.107)
H (-1.773, 5.592, -2.535)
H (-1.656, 4.910, -0.872)
H (-2.229, 3.843, -1.994)
H (2.912, 2.194, -2.758)
H (1.502, 1.641, -2.550)
C (4.031, -4.715, 0.984)
C (2.824, -5.159, 0.124)
C (1.787, -5.882, 1.046)
O (0.666, -6.201, 0.233)
C (-0.616, -5.925, 0.755)
N (2.206, -3.910, -0.383)
H (3.836, -3.784, 1.520)
H (4.954, -4.513, 0.442)
H (4.187, -5.500, 1.728)
H (3.204, -5.817, -0.654)
H (1.593, -5.181, 1.863)
H (2.179, -6.792, 1.504)
H (-0.805, -4.868, 0.956)
H (-0.697, -6.455, 1.711)
H (-1.454, -6.265, 0.149)
H (1.306, -4.289, -0.679)
H (2.012, -3.325, 0.424)
C (-5.022, -0.059, 2.025)
C (-5.368, -1.137, 1.027)
C (-5.039, -2.578, 1.541)
O (-5.738, -3.599, 0.868)
C (-5.002, -4.224, -0.174)
N (-6.809, -1.049, 0.710)
H (-3.981, -0.114, 2.347)
H (-5.666, -0.134, 2.903)
H (-5.152, 0.926, 1.577)
H (-4.864, -0.924, 0.081)
H (-5.176, -2.745, 2.609)
H (-3.970, -2.747, 1.356)
H (-4.671, -3.439, -0.860)
H (-5.588, -4.997, -0.661)
H (-4.089, -4.718, 0.177)
H (-7.039, -1.842, 0.116)
H (-7.306, -1.299, 1.565)

Properties
**E_tot**: -3384.689084 Eh
**Lowest unoccupied orbital energy**: 0.1990 eV
**Energy relative to the best compared isomer or geometry (same formula, charge and spin)**: 0.0000 eV



13 unconnected molecules or ions with the total composition C29H84O13 in a non-equilibrium geometry, computed with ωB97M-V with the def2-TZVPD basis set.

Positions of all 126 atoms, in Å:
C (3.943, -0.967, 1.454)
C (5.137, -1.433, 2.258)
C (5.834, -0.356, 3.077)
O (4.687, -2.513, 3.043)
H (4.220, -0.310, 0.630)
H (3.202, -0.459, 2.072)
H (3.386, -1.779, 0.985)
H (5.788, -1.854, 1.491)
H (5.151, 0.185, 3.732)
H (6.303, 0.280, 2.326)
H (6.631, -0.857, 3.626)
H (5.363, -3.106, 3.378)
C (0.585, 5.767, -3.938)
C (-0.156, 4.612, -3.263)
C (0.774, 3.741, -2.392)
O (-1.143, 5.109, -2.433)
H (1.359, 5.382, -4.601)
H (0.904, 6.562, -3.264)
H (-0.181, 6.130, -4.624)
H (-0.684, 4.060, -4.041)
H (0.278, 3.016, -1.746)
H (1.370, 4.323, -1.689)
H (1.468, 3.250, -3.075)
H (-1.697, 5.659, -2.991)
C (0.129, 0.580, 0.023)
C (-0.479, -0.780, 0.526)
C (-1.986, -0.830, 0.461)
O (0.094, -1.837, -0.201)
H (1.187, 0.552, 0.283)
H (-0.314, 1.435, 0.533)
H (0.050, 0.683, -1.059)
H (-0.224, -0.936, 1.574)
H (-2.298, -1.711, 1.021)
H (-2.406, -0.665, -0.532)
H (-2.316, 0.023, 1.053)
H (0.075, -2.596, 0.387)
C (-0.220, 1.401, 4.482)
C (1.067, 1.199, 5.291)
O (0.822, 0.095, 6.227)
H (-0.190, 2.242, 3.789)
H (-1.047, 1.547, 5.177)
H (-0.397, 0.519, 3.867)
H (1.231, 2.027, 5.981)
H (1.902, 1.063, 4.603)
H (1.382, 0.201, 7.000)
C (-4.399, 1.445, 2.305)
C (-5.410, 2.598, 2.556)
O (-5.427, 3.485, 1.487)
H (-4.339, 0.742, 3.136)
H (-3.414, 1.858, 2.089)
H (-4.689, 0.854, 1.436)
H (-5.070, 3.111, 3.455)
H (-6.390, 2.130, 2.657)
H (-6.217, 4.028, 1.436)
C (3.651, -1.583, -3.799)
C (2.295, -1.508, -3.051)
O (2.445, -2.022, -1.765)
H (3.463, -1.396, -4.856)
H (4.185, -2.523, -3.662)
H (4.308, -0.768, -3.494)
H (1.585, -2.085, -3.643)
H (1.901, -0.492, -3.032)
H (1.556, -2.029, -1.402)
C (-1.997, -4.901, 1.553)
C (-0.913, -4.339, 2.408)
O (0.230, -3.946, 1.646)
H (-1.657, -5.819, 1.074)
H (-2.255, -4.147, 0.810)
H (-2.884, -5.122, 2.146)
H (-0.726, -5.032, 3.229)
H (-1.330, -3.436, 2.852)
H (0.850, -3.563, 2.271)
C (-0.186, -5.378, -1.570)
C (0.340, -5.985, -2.837)
O (1.578, -6.585, -2.616)
H (0.311, -4.451, -1.283)
H (-0.052, -6.063, -0.733)
H (-1.234, -5.079, -1.591)
H (0.411, -5.186, -3.575)
H (-0.317, -6.774, -3.200)
H (2.297, -5.958, -2.507)
C (-2.963, 2.226, -2.654)
C (-3.396, 3.061, -1.385)
O (-4.316, 2.341, -0.630)
H (-2.194, 1.516, -2.349)
H (-2.571, 2.891, -3.424)
H (-3.801, 1.655, -3.054)
H (-3.727, 4.082, -1.577)
H (-2.513, 3.233, -0.769)
H (-4.640, 2.902, 0.079)
C (-1.559, -2.247, -4.790)
C (-1.689, -1.447, -3.459)
O (-1.571, -2.408, -2.395)
H (-1.565, -1.557, -5.633)
H (-2.360, -2.986, -4.774)
H (-0.658, -2.856, -4.859)
H (-2.613, -0.902, -3.266)
H (-0.885, -0.717, -3.359)
H (-1.059, -2.018, -1.683)
C (3.884, 3.242, 2.322)
C (2.403, 3.461, 2.185)
O (1.867, 4.367, 3.150)
H (4.116, 2.754, 3.269)
H (4.427, 4.186, 2.360)
H (4.302, 2.648, 1.509)
H (1.886, 2.501, 2.205)
H (2.146, 3.876, 1.210)
H (0.934, 4.490, 2.960)
C (3.957, 2.303, -1.602)
C (5.418, 1.879, -1.548)
O (6.201, 2.602, -2.461)
H (3.757, 3.337, -1.321)
H (3.354, 1.636, -0.985)
H (3.485, 2.187, -2.577)
H (5.491, 0.792, -1.525)
H (5.806, 2.087, -0.550)
H (6.238, 2.194, -3.329)
C (-5.722, -2.330, 0.880)
C (-6.464, -1.937, 2.192)
O (-7.817, -2.194, 2.005)
H (-5.675, -3.382, 0.599)
H (-4.703, -2.061, 1.157)
H (-5.921, -1.649, 0.052)
H (-6.348, -0.858, 2.295)
H (-6.095, -2.485, 3.059)
H (-7.928, -3.147, 2.036)

Properties
**E_tot**: -2133.257107 Eh
**Lowest unoccupied orbital energy**: 0.3798 eV
**Energy relative to the best compared isomer or geometry (same formula, charge and spin)**: 2.4417 eV



Which value of energy relative to the best compared isomer or geometry (same formula, charge and spin) does entry 1 give? 0.0000 eV



Among the records above, which one has the lowest E_tot? C29H82N24O13



Number 3 is which compound? C29H84O13



The highest lowest unoccupied orbital energy belongs to which entry? C29H84O13